A gas-phase ion, C2H4NO2 (charge -1) at a distorted geometry, computed with the ωB97M-V functional and the def2-TZVPD basis.

```
9
Properties=species:S:1:pos:R:3:forces:R:3
C -1.1386 0.1752 0.8245 1.10 0.20 -0.95
H 0.6448 -0.7026 -1.5849 0.17 0.78 -0.69
H 0.7746 -1.3816 -0.0618 0.03 1.70 0.27
H -0.1146 1.5851 -0.4456 0.35 -1.78 0.29
C 0.8738 -0.3729 -0.5715 2.20 0.34 1.35
O -2.1242 0.9301 0.8812 0.33 0.31 -0.04
O -0.9489 -0.9545 1.3002 -0.35 -0.23 0.30
N 0.0770 0.6709 0.0349 -2.43 0.19 0.68
H 1.9561 0.0504 -0.3769 -1.39 -1.51 -1.21
```
Positions in Å, forces in eV/Å.

Calculated values
Energy relative to the best compared isomer or geometry (same formula, charge and spin): 0.594 eV
Kohn-Sham gap: 0.3047 hartree
Total charge: -1
E: -283.8892 a.u.
Structure (SMILES): CNC(=O)[O-]